(1)
C29H74N9O15 | wB97M-V/def2-TZVPD

Geometry as ORCA input:
```
! wB97M-V def2-TZVPD RIJCOSX def2/J DEFGRID3
* xyz 7 1
C -3.706 2.756 0.410
C -3.242 4.178 0.332
O -3.619 5.096 1.066
N -2.301 4.470 -0.794
H -2.719 3.970 -1.566
H -2.375 5.474 -0.867
C -0.820 4.091 -0.605
H -3.880 2.206 -0.515
H -4.492 2.642 1.156
H -2.909 2.197 0.902
H -0.667 4.278 0.458
H -0.199 4.803 -1.148
H -0.478 3.098 -0.895
C -1.660 -1.181 -2.761
C -2.297 -2.526 -2.553
O -2.133 -3.232 -1.584
N -3.329 -2.967 -3.593
H -3.891 -3.608 -3.051
H -3.782 -2.160 -3.997
C -2.679 -3.773 -4.676
H -1.371 -0.991 -3.795
H -0.742 -1.017 -2.195
H -2.323 -0.356 -2.499
H -2.313 -3.087 -5.440
H -3.464 -4.514 -4.824
H -1.903 -4.316 -4.137
C -0.711 -3.736 6.734
C -1.117 -2.381 6.199
O -1.597 -1.537 6.922
N -0.875 -2.127 4.658
H -1.220 -2.898 4.104
H -1.440 -1.408 4.230
C 0.590 -1.820 4.346
H -0.305 -3.613 7.738
H 0.118 -4.135 6.150
H -1.502 -4.474 6.599
H 0.794 -2.530 3.545
H 1.264 -2.222 5.102
H 0.610 -0.737 4.218
C 5.731 -1.024 -6.117
C 5.515 -0.781 -4.616
O 6.280 -1.078 -3.733
N 4.054 -0.501 -4.252
H 3.606 0.234 -4.781
H 3.482 -1.247 -4.622
C 3.793 -0.335 -2.767
H 4.815 -1.306 -6.636
H 6.498 -1.758 -6.364
H 6.074 -0.099 -6.580
H 2.733 -0.364 -2.513
H 4.315 0.620 -2.703
H 4.387 -1.023 -2.166
C 3.944 1.152 2.106
C 3.907 1.495 0.667
O 3.646 0.629 -0.054
N 4.062 2.891 0.061
H 4.399 3.531 0.766
H 4.764 2.865 -0.665
C 2.713 3.237 -0.581
H 3.477 0.188 2.306
H 3.283 1.830 2.646
H 4.940 1.262 2.535
H 2.892 4.259 -0.917
H 1.913 3.233 0.159
H 2.489 2.504 -1.356
C 3.153 -2.375 1.342
C 2.867 -3.267 0.146
O 3.503 -4.251 -0.206
N 1.421 -3.050 -0.345
H 0.886 -3.438 0.419
H 1.132 -2.084 -0.385
C 1.125 -3.860 -1.619
H 2.407 -1.588 1.451
H 4.024 -1.769 1.094
H 3.385 -3.027 2.185
H 0.794 -3.286 -2.484
H 0.515 -4.713 -1.319
H 2.021 -4.325 -2.033
C 0.198 2.617 2.985
C -0.625 3.211 4.097
O -1.530 4.084 3.810
N -0.257 2.788 5.520
H 0.539 2.180 5.649
H -0.058 3.605 6.080
C -1.538 2.164 6.147
H 1.018 3.183 2.542
H -0.478 2.517 2.135
H 0.664 1.680 3.288
H -1.365 2.044 7.217
H -1.753 1.188 5.712
H -2.370 2.858 6.029
C -4.117 -4.897 0.901
C -4.580 -3.387 0.976
O -5.787 -3.114 1.127
N -3.424 -2.313 0.999
H -3.018 -2.324 1.924
H -2.662 -2.724 0.480
C -3.979 -0.881 0.459
H -4.107 -5.253 1.932
H -3.127 -4.856 0.448
H -4.763 -5.592 0.364
H -4.554 -1.054 -0.451
H -3.176 -0.242 0.092
H -4.492 -0.273 1.204
C 0.836 1.527 -3.751
C 0.994 3.007 -4.068
O 1.039 3.882 -3.230
N 1.378 3.387 -5.491
H 1.687 4.340 -5.365
H 2.095 2.760 -5.827
C 0.154 3.567 -6.390
H 0.530 1.503 -2.706
H 1.739 0.933 -3.885
H -0.015 1.170 -4.331
H 0.189 2.883 -7.238
H 0.167 4.640 -6.583
H -0.781 3.393 -5.857
O -3.122 1.870 3.218
C -3.272 0.602 3.394
O -4.136 0.099 4.096
O -2.358 -0.173 3.057
H -3.893 2.166 3.706
O 0.138 -0.653 1.645
C 0.130 0.069 0.496
O -0.702 0.912 0.377
O 0.901 -0.185 -0.416
H -0.614 -0.208 2.044
*
```

## Properties
- max |F| (eV/Å) = 7.7
- ΔE to the lowest compared entry with this formula, charge and spin (kJ/mol) = 758.02
- energy (eV) = -75304.7335
- frontier orbital gap (eV) = 5.720
- LUMO energy (eV) = -16.493
- molar mass (g/mol) = 788.96


(2)
C29H79N5O17 | wB97M-V/def2-TZVPD

Geometry as ORCA input:
```
! wB97M-V def2-TZVPD RIJCOSX def2/J DEFGRID3
* xyz 0 1
C 0.399 -2.126 -11.746
O 0.702 -3.089 -10.701
C 1.986 -3.215 -10.312
C 2.048 -3.511 -8.868
N 3.309 -4.246 -8.568
C 3.646 -5.492 -9.199
C 4.969 -6.068 -8.716
O 6.157 -5.758 -9.419
C 6.362 -6.529 -10.677
H -0.653 -1.886 -11.900
H 0.825 -2.433 -12.701
H 0.984 -1.236 -11.511
H 2.788 -2.577 -10.683
H 2.248 -4.070 -10.936
H 1.148 -4.006 -8.505
H 2.131 -2.529 -8.402
H 2.966 -4.560 -7.672
H 3.821 -5.220 -10.240
H 2.870 -6.247 -9.073
H 4.954 -7.158 -8.694
H 5.109 -5.788 -7.673
H 6.728 -5.893 -11.483
H 5.331 -6.778 -10.930
H 7.047 -7.313 -10.353
C -8.319 -3.357 12.366
O -7.448 -2.468 13.072
C -6.070 -2.805 13.019
C -5.101 -1.942 12.107
N -5.092 -0.625 12.691
C -4.309 0.364 11.894
C -2.757 0.153 11.723
O -2.594 -0.663 10.532
C -2.720 0.117 9.330
H -8.333 -4.310 12.895
H -7.926 -3.455 11.354
H -9.302 -2.892 12.444
H -5.817 -3.850 12.844
H -5.863 -2.595 14.068
H -5.421 -1.859 11.069
H -4.184 -2.524 12.205
H -6.039 -0.298 12.824
H -4.400 1.297 12.451
H -4.735 0.436 10.894
H -2.306 -0.412 12.539
H -2.074 0.996 11.616
H -2.647 -0.567 8.484
H -1.870 0.799 9.288
H -3.714 0.540 9.189
C 9.054 -2.421 1.729
O 7.922 -1.972 1.030
C 7.485 -0.596 1.348
C 6.570 -0.516 2.578
N 7.334 -0.704 3.828
C 7.816 0.593 4.331
C 6.854 1.072 5.453
O 7.145 0.628 6.833
C 6.770 -0.727 7.141
H 9.779 -1.646 1.979
H 9.714 -3.147 1.253
H 8.720 -3.012 2.581
H 6.845 -0.385 0.491
H 8.340 0.073 1.246
H 5.947 -1.408 2.521
H 5.840 0.291 2.521
H 8.131 -1.291 3.626
H 7.721 1.357 3.560
H 8.749 0.523 4.891
H 5.819 0.935 5.142
H 6.999 2.148 5.362
H 5.735 -0.767 6.801
H 6.820 -0.959 8.205
H 7.437 -1.455 6.678
N -5.279 -1.772 -7.325
C -6.076 -0.785 -6.983
N -6.712 -1.027 -5.871
O -6.304 0.262 -7.612
H -4.858 -1.787 -8.243
H -5.245 -2.671 -6.866
H -6.566 -1.964 -5.525
H -7.396 -0.401 -5.471
O 4.931 9.999 -1.396
C 4.209 8.745 -1.461
C 5.212 7.546 -1.698
O 4.573 6.302 -1.641
H 4.227 10.650 -1.431
H 3.482 8.650 -0.653
H 3.668 8.773 -2.407
H 5.868 7.563 -0.828
H 5.776 7.786 -2.599
H 4.934 5.752 -2.340
O -5.206 8.124 -7.482
C -3.780 8.084 -7.465
C -3.459 6.531 -7.506
O -3.807 6.094 -8.756
H -5.548 7.320 -7.880
H -3.381 8.622 -8.325
H -3.372 8.383 -6.500
H -4.009 6.160 -6.641
H -2.383 6.437 -7.363
H -4.112 5.186 -8.704
O -3.515 -7.026 -2.122
C -4.332 -8.092 -1.774
C -3.980 -8.505 -0.251
O -2.871 -9.327 -0.191
H -2.675 -7.488 -2.182
H -5.399 -7.881 -1.844
H -4.162 -8.926 -2.455
H -4.804 -8.990 0.272
H -3.763 -7.694 0.445
H -2.833 -9.793 0.647
O -1.811 1.092 0.669
C -1.039 0.883 -0.468
C -1.914 0.220 -1.522
O -2.789 -0.731 -0.834
H -2.447 0.373 0.689
H -0.535 1.737 -0.921
H -0.256 0.146 -0.293
H -1.261 -0.261 -2.250
H -2.467 0.998 -2.048
H -2.764 -1.552 -1.330
O -2.948 7.856 3.143
C -4.284 8.229 2.734
C -4.603 9.667 3.253
O -4.509 9.834 4.697
H -2.622 7.067 2.703
H -4.283 8.214 1.644
H -5.009 7.515 3.124
H -5.599 9.848 2.847
H -3.869 10.268 2.716
H -4.427 10.785 4.804
*
```

## Properties
- max |F| (eV/Å) = 5.2
- ΔE to the lowest compared entry with this formula, charge and spin (kJ/mol) = 681.80
- SMILES = COCCNCCOC.COCCNCCOC.COCCNCCOC.NC(N)=O.OCCO.OCCO.OCCO.OCCO.OCCO
- energy (eV) = -73599.3245
- frontier orbital gap (eV) = 8.690
- LUMO energy (eV) = 0.044
- molar mass (g/mol) = 769.97


(3)
C29H79N5O8 | wB97M-V/def2-TZVPD

Geometry as ORCA input:
```
! wB97M-V def2-TZVPD RIJCOSX def2/J DEFGRID3
* xyz 0 1
C 2.817 -4.865 3.470
O 3.125 -3.595 4.181
C 2.819 -2.489 3.317
C 2.888 -1.237 4.164
C 2.159 -0.010 3.650
N 4.278 -0.850 4.505
H 1.742 -5.027 3.383
H 3.132 -5.709 4.084
H 3.337 -5.023 2.525
H 3.463 -2.335 2.451
H 1.802 -2.539 2.929
H 2.435 -1.395 5.143
H 1.117 -0.253 3.440
H 2.624 0.387 2.748
H 2.054 0.752 4.422
H 4.839 -0.691 3.680
H 4.761 -1.477 5.132
C -0.173 -7.125 -3.868
O -1.107 -6.088 -3.519
C -0.725 -4.758 -3.841
C -1.547 -3.620 -3.106
C -1.276 -3.595 -1.570
N -2.929 -3.738 -3.485
H -0.526 -8.053 -3.417
H 0.834 -6.961 -3.485
H -0.076 -7.306 -4.939
H 0.290 -4.603 -3.475
H -0.721 -4.631 -4.924
H -1.221 -2.667 -3.521
H -1.669 -2.660 -1.170
H -0.201 -3.673 -1.405
H -1.741 -4.452 -1.082
H -3.212 -4.654 -3.170
H -2.978 -3.821 -4.491
C -4.630 2.857 0.308
O -3.903 3.939 0.904
C -2.541 3.647 1.033
C -2.201 2.638 2.124
C -2.871 2.849 3.510
N -0.761 2.567 2.347
H -5.559 3.241 -0.114
H -4.968 2.055 0.964
H -4.156 2.296 -0.497
H -2.048 3.321 0.117
H -1.975 4.559 1.226
H -2.460 1.640 1.771
H -2.713 1.985 4.157
H -3.953 2.952 3.435
H -2.548 3.747 4.036
H -0.297 3.455 2.219
H -0.543 2.350 3.309
C -5.183 -0.727 -2.231
O -4.593 0.489 -2.771
C -3.214 0.384 -2.932
C -2.625 1.676 -3.451
C -2.966 1.896 -4.942
N -1.167 1.673 -3.315
H -4.886 -1.572 -2.852
H -6.271 -0.693 -2.163
H -4.763 -0.932 -1.246
H -2.799 0.332 -1.925
H -2.858 -0.435 -3.556
H -2.945 2.523 -2.845
H -2.163 2.448 -5.430
H -3.907 2.442 -5.010
H -3.184 0.990 -5.507
H -1.005 1.394 -2.358
H -0.962 2.661 -3.309
C 3.467 2.323 -2.769
O 2.975 3.274 -1.780
C 2.276 4.313 -2.576
C 1.400 5.233 -1.635
C 0.294 4.550 -0.862
N 0.830 6.279 -2.518
H 2.643 1.749 -3.190
H 4.104 1.601 -2.257
H 4.105 2.833 -3.490
H 2.923 4.910 -3.219
H 1.632 3.884 -3.345
H 2.010 5.702 -0.863
H 0.512 3.613 -0.349
H -0.547 4.322 -1.517
H -0.113 5.289 -0.171
H 1.569 6.876 -2.861
H 0.434 5.884 -3.358
C -0.907 -6.036 1.487
C -1.611 -5.392 2.722
C -1.780 -3.862 2.599
O -2.849 -6.027 2.863
H -1.450 -5.891 0.553
H -0.878 -7.123 1.558
H 0.083 -5.578 1.473
H -0.939 -5.666 3.536
H -1.067 -3.293 2.002
H -1.818 -3.500 3.626
H -2.689 -3.530 2.096
H -3.138 -5.838 3.759
C 1.605 0.567 0.083
C 0.235 0.036 -0.210
C -0.275 -0.985 0.835
O -0.711 1.118 -0.234
H 1.684 1.293 0.893
H 2.001 1.040 -0.816
H 2.274 -0.289 0.174
H 0.290 -0.463 -1.178
H -1.305 -1.318 0.706
H -0.259 -0.569 1.842
H 0.379 -1.858 0.841
H -0.787 1.481 0.651
C 5.528 4.172 1.054
C 4.431 3.249 1.555
C 4.527 3.152 3.064
O 3.189 3.750 1.133
H 6.492 4.078 1.552
H 5.232 5.221 1.041
H 5.794 3.996 0.011
H 4.479 2.224 1.187
H 4.522 4.165 3.469
H 5.476 2.680 3.319
H 3.658 2.731 3.569
H 3.273 3.743 0.177
*
```

## Properties
- max |F| (eV/Å) = 2.8
- ΔE to the lowest compared entry with this formula, charge and spin (kJ/mol) = 142.15
- SMILES = COC[C@H](C)N.COC[C@H](C)N.COC[C@H](C)N.COC[C@H](C)N.COC[C@H](C)N.CC(C)O.CC(C)O.CC(C)O
- energy (eV) = -55180.2365
- frontier orbital gap (eV) = 9.599
- LUMO energy (eV) = 0.546
- molar mass (g/mol) = 625.98


Among the records above, which one has the lowest ΔE to the lowest compared entry with this formula, charge and spin?
C29H79N5O8